ORCA calculation (ωB97M-V/def2-TZVPD) on a cluster of 6 separate species, C50H63N8O2S3 in total.

Structure (XYZ):
```
126
Properties=species:S:1:pos:R:3
C -2.414 -0.925 3.609
N -1.183 -0.788 2.804
C -0.595 0.556 2.927
C -1.347 -1.206 1.494
O -1.942 -2.252 1.247
C -0.801 -0.413 0.293
S -1.667 -0.805 -1.252
C -1.465 0.628 -2.371
C -0.033 1.207 -2.375
C 0.986 0.374 -3.184
N 1.782 -0.512 -2.305
C 3.228 -0.338 -2.511
C 4.068 -0.987 -1.424
C 3.633 -1.110 -0.115
C 4.405 -1.689 0.875
C 5.670 -2.146 0.547
C 6.099 -2.035 -0.757
C 5.335 -1.463 -1.756
O 5.791 -1.355 -3.054
C -3.461 -0.939 -1.013
C -4.198 0.368 -0.659
C -3.808 0.899 0.739
S -5.077 1.931 1.511
C -4.342 3.564 1.581
S -4.948 4.575 2.683
N -3.315 3.800 0.609
C -3.741 4.558 -0.545
C -4.823 5.407 -0.610
C -5.174 6.062 -1.780
C -4.446 5.870 -2.933
C -3.347 5.023 -2.870
C -2.997 4.377 -1.713
C -2.035 4.210 1.149
C -1.797 5.282 1.991
C -0.521 5.569 2.426
C 0.568 4.809 2.046
C 0.343 3.755 1.173
C -0.933 3.472 0.739
H -2.586 0.007 4.163
H -2.307 -1.700 4.380
H -3.306 -1.188 3.034
H -0.384 0.782 3.978
H 0.361 0.610 2.390
H -1.258 1.364 2.570
H 0.251 -0.701 0.152
H -0.812 0.672 0.440
H -1.682 0.265 -3.383
H -2.163 1.440 -2.134
H -0.109 2.179 -2.889
H 0.336 1.457 -1.370
H 1.628 1.014 -3.807
H 0.467 -0.293 -3.892
H 1.583 -0.203 -1.361
H 3.467 0.745 -2.575
H 3.504 -0.778 -3.478
H 2.641 -0.741 0.152
H 3.991 -1.769 1.877
H 6.293 -2.597 1.317
H 7.085 -2.420 -1.024
H 6.108 -0.449 -3.172
H -3.859 -1.280 -1.981
H -3.721 -1.710 -0.282
H -4.148 1.143 -1.433
H -5.265 0.099 -0.584
H -2.831 1.394 0.707
H -3.705 0.013 1.382
H -5.450 5.576 0.262
H -6.051 6.706 -1.758
H -4.757 6.371 -3.846
H -2.793 4.870 -3.797
H -2.137 3.711 -1.769
H -2.623 5.901 2.329
H -0.329 6.399 3.105
H 1.575 5.010 2.403
H 1.164 3.125 0.829
H -1.049 2.638 0.047
N -5.213 -5.091 5.354
C -4.112 -5.817 5.726
C -3.089 -5.495 4.875
C -3.589 -4.532 3.956
C -4.900 -4.302 4.278
H -6.111 -5.133 5.800
H -4.154 -6.497 6.560
H -2.092 -5.902 4.908
H -3.047 -4.063 3.151
H -5.637 -3.650 3.838
N -6.774 -2.426 6.909
C -6.881 -1.219 6.271
C -7.843 -0.487 6.914
C -8.333 -1.281 7.985
C -7.653 -2.469 7.958
H -6.146 -3.164 6.647
H -6.266 -0.987 5.418
H -8.161 0.508 6.648
H -9.097 -1.010 8.695
H -7.718 -3.338 8.590
N 2.141 1.288 -7.855
C 1.368 0.232 -7.454
C 2.196 -0.705 -6.891
C 3.519 -0.191 -6.950
C 3.451 1.040 -7.548
H 1.800 2.117 -8.306
H 0.302 0.237 -7.605
H 1.889 -1.654 -6.481
H 4.417 -0.671 -6.595
H 4.220 1.758 -7.782
N 8.655 0.302 0.339
C 9.506 0.191 -0.727
C 10.426 1.202 -0.638
C 10.121 1.949 0.531
C 9.026 1.368 1.112
H 7.877 -0.307 0.525
H 9.384 -0.594 -1.454
H 11.230 1.385 -1.332
H 10.647 2.814 0.901
H 8.480 1.621 2.006
N 5.733 -5.781 -3.604
C 5.480 -4.610 -2.943
C 4.201 -4.223 -3.247
C 3.661 -5.204 -4.122
C 4.628 -6.152 -4.321
H 6.596 -6.291 -3.568
H 6.229 -4.157 -2.319
H 3.706 -3.338 -2.884
H 2.674 -5.212 -4.556
H 4.627 -7.054 -4.909
```

Results
Charge   +1
Gap between HOMO and LUMO   0.250 Eh
Calculated total energy   -3725.8011 a.u.
HOMO level   -9.596 eV